Record 1
DFT (ωB97M-V with the def2-TZVPD basis set) results for a structure of composition C35H41N5O2ReS.

Output
Frontier orbital gap (alpha / beta) in eV: 6.773 / 7.146
Charge: +2
Expectation value of S²: 0.7635
LUMO level (alpha / beta) in Eh: -0.238 / -0.235
2S+1: 2
Highest occupied orbital energy (alpha / beta) in eV: -13.249 / -13.536

Each line ends with the Löwdin spin population.
Element x y z (Å)
Re 0.648 -0.137 1.284  0.778
C 1.016 0.768 4.291  0.001
C -0.474 0.729 4.034  0.008
N -0.748 -0.340 3.040  0.021
C -0.831 -1.710 3.640  0.002
C 0.499 -2.401 3.890  0.004
S 1.640 -2.248 2.477  -0.001
C 3.032 -1.338 3.239  -0.001
C 3.060 0.172 2.990  0.001
N 1.701 0.795 2.974  0.000
H 1.350 -0.099 4.852  0.000
H 1.284 1.652 4.872  0.000
H -0.802 1.675 3.600  0.001
H -1.030 0.563 4.959  0.001
H -1.679 -0.168 2.666  0.002
H -1.403 -2.319 2.946  0.000
H -1.398 -1.656 4.573  0.000
H 0.307 -3.464 4.030  0.000
H 1.012 -2.055 4.783  0.000
H 3.940 -1.773 2.824  0.000
H 3.030 -1.583 4.299  0.000
H 3.507 0.383 2.020  0.000
H 3.680 0.646 3.756  0.000
H 1.818 1.775 2.722  0.000
C -4.823 0.798 -1.548  0.000
C -4.020 0.737 -2.819  0.000
C -4.463 1.373 -3.976  0.000
C -3.729 1.324 -5.151  0.000
C -2.524 0.637 -5.200  0.000
C -2.054 0.004 -4.062  0.000
C -2.804 0.057 -2.894  0.000
N -2.275 -0.582 -1.715  0.000
C -1.501 0.063 -0.838  0.002
N -1.346 1.364 -1.021  0.008
C -0.392 2.235 -0.465  0.039
C 0.576 1.769 0.422  -0.007
C 1.629 2.669 0.678  0.027
C 1.647 3.960 0.182  -0.002
C 0.591 4.407 -0.600  0.040
C -0.432 3.549 -0.959  -0.006
C -1.526 3.996 -1.891  -0.003
N -0.959 -0.621 0.220  0.002
C -1.661 -1.852 0.513  0.001
C -2.916 -1.760 1.116  0.000
C -3.597 -2.904 1.495  0.000
C -3.020 -4.145 1.252  0.000
C -1.803 -4.229 0.592  0.000
C -1.103 -3.091 0.186  0.001
C 0.149 -3.212 -0.640  0.000
H -5.865 1.021 -1.767  0.000
H -4.456 1.587 -0.884  0.000
H -4.784 -0.145 -1.003  0.000
H -5.408 1.902 -3.955  0.000
H -4.103 1.820 -6.037  0.000
H -1.955 0.595 -6.119  0.000
H -1.109 -0.525 -4.066  0.000
H -2.370 -1.580 -1.608  0.000
H -1.800 1.711 -1.859  0.000
H 2.519 2.348 1.211  0.001
H 2.482 4.613 0.393  -0.001
H 0.585 5.423 -0.974  0.002
H -1.424 5.055 -2.117  0.000
H -2.518 3.844 -1.457  -0.001
H -1.490 3.465 -2.848  -0.001
H -3.360 -0.780 1.269  0.000
H -4.568 -2.832 1.966  0.000
H -3.535 -5.049 1.545  0.000
H -1.392 -5.203 0.356  0.000
H 0.269 -4.234 -0.992  0.000
H 1.046 -2.945 -0.080  0.000
H 0.116 -2.551 -1.507  0.000
O 1.269 -0.032 -1.936  0.010
C 2.230 -0.197 -1.234  0.010
O 2.059 -0.530 0.094  0.052
C 3.638 -0.162 -1.666  0.003
C 3.911 0.233 -2.974  0.001
C 5.220 0.285 -3.416  0.000
C 6.256 -0.062 -2.558  0.001
C 5.987 -0.462 -1.255  0.000
C 4.679 -0.510 -0.807  0.001
H 3.090 0.498 -3.627  0.000
H 5.437 0.593 -4.429  0.000
H 7.280 -0.026 -2.907  0.000
H 6.799 -0.739 -0.596  0.000
H 4.461 -0.840 0.200  0.000



Record 2
DFT (ωB97M-V with the def2-TZVPD basis set) results for an isolated molecule of C4H9NO in a non-equilibrium geometry.

Output
Frontier orbital gap in eV: 10.613
LUMO level in Eh: 0.033
Highest occupied orbital energy in eV: -9.719

Each line ends with the natural charge from an NBO analysis.
Element x y z (Å)
C -2.130 0.505 0.144  -0.617
C -1.275 -0.457 -0.682  -0.218
N 0.178 -0.215 -0.530  -0.647
C 0.976 -0.592 0.489  0.701
C 2.386 0.188 0.275  -0.766
O 0.769 -1.330 1.426  -0.616
H -3.204 0.331 -0.006  0.214
H -1.911 1.538 -0.140  0.204
H -1.915 0.384 1.210  0.220
H -1.491 -1.493 -0.376  0.220
H -1.549 -0.393 -1.742  0.203
H 0.883 0.442 -0.886  0.420
H 2.654 0.848 -0.594  0.212
H 3.141 -0.590 0.268  0.236
H 2.489 0.834 1.146  0.234



Record 3
DFT (ωB97M-V with the def2-TZVPD basis set) results for a cluster of 3 separate species, C25H43N3O6 in total in a non-equilibrium geometry.

Output
Frontier orbital gap in eV: 8.287
LUMO level in Eh: -0.014
Highest occupied orbital energy in eV: -8.678

Each line ends with the Mulliken charge.
Element x y z (Å)
N -0.514 3.876 2.726  -0.658
C -0.555 3.562 1.279  -0.752
C -0.089 2.079 0.914  0.012
C -0.691 0.966 1.865  0.020
C -2.044 0.344 1.352  -0.528
C -2.470 -0.964 2.131  0.552
C -1.585 -1.528 3.125  -0.112
C -1.984 -2.797 3.836  0.267
C -1.001 -3.399 4.885  -1.096
C 0.460 -3.641 4.319  -0.685
C 0.504 -4.337 2.899  -0.489
C 1.397 -3.430 1.955  -0.064
O 1.698 -4.159 0.720  -0.363
C 1.109 -3.515 -0.377  0.323
O 0.079 -3.887 -0.862  -0.446
C -3.248 -3.410 3.523  -0.814
C -4.200 -2.852 2.496  0.425
N -5.387 -3.543 2.297  -0.624
C -6.104 -2.923 1.325  -0.193
C -5.711 -1.700 0.578  -0.320
N -4.563 -1.020 0.824  -0.466
C -3.791 -1.619 1.807  0.094
H 0.214 3.348 3.212  0.285
H -1.406 3.547 3.106  0.305
H 0.202 4.250 0.791  0.332
H -1.543 3.818 0.805  0.330
H -0.220 1.863 -0.179  -0.056
H 1.030 2.069 1.096  0.169
H 0.099 0.157 1.936  -0.252
H -0.842 1.339 2.921  0.283
H -1.905 0.088 0.260  0.285
H -2.864 1.117 1.433  0.297
H -0.602 -1.085 3.420  0.375
H -0.898 -2.629 5.709  0.317
H -1.452 -4.327 5.336  0.346
H 0.977 -4.315 5.063  0.415
H 0.978 -2.644 4.305  0.378
H -0.498 -4.493 2.424  0.229
H 1.040 -5.329 2.941  0.372
H 0.881 -2.469 1.664  -0.024
H 2.387 -3.194 2.429  0.305
H 1.650 -2.641 -0.855  0.252
H -3.544 -4.339 4.083  0.277
H -7.093 -3.387 1.057  0.345
H -6.395 -1.306 -0.216  0.373
C 3.590 2.373 -2.274  -0.689
O 3.260 1.655 -1.094  -0.336
C 3.615 0.280 -1.177  -0.053
C 4.900 -0.010 -0.417  -0.600
O 6.019 0.618 -1.031  -0.388
C 6.415 1.803 -0.356  -0.687
H 3.503 3.438 -2.060  0.257
H 4.611 2.167 -2.603  0.376
H 2.887 2.116 -3.074  0.186
H 3.699 -0.040 -2.221  0.343
H 2.799 -0.288 -0.716  -0.007
H 5.087 -1.088 -0.442  0.392
H 4.810 0.291 0.631  0.324
H 6.921 1.547 0.580  0.333
H 5.563 2.455 -0.147  0.273
H 7.115 2.340 -0.997  0.252
C 0.132 3.947 -4.432  -0.606
O 0.418 2.729 -5.102  -0.402
C -0.013 1.589 -4.367  0.031
C -1.315 1.029 -4.920  -0.750
O -2.395 1.934 -4.719  -0.354
C -2.726 2.655 -5.895  -0.745
H 0.278 4.765 -5.139  0.281
H -0.899 3.980 -4.072  0.312
H 0.820 4.082 -3.592  0.184
H -0.112 1.825 -3.302  0.041
H 0.768 0.829 -4.472  0.368
H -1.562 0.113 -4.376  0.400
H -1.211 0.774 -5.979  0.359
H -3.249 2.000 -6.599  0.320
H -1.840 3.078 -6.376  0.327
H -3.393 3.472 -5.616  0.237



Record 4
DFT (ωB97M-V with the def2-TZVPD basis set) results for a structure of composition CH4I2N2 in a non-equilibrium geometry.

Output
Frontier orbital gap in eV: 7.808
LUMO level in Eh: -0.049
Highest occupied orbital energy in eV: -9.135

Each line ends with the natural charge from an NBO analysis.
Element x y z (Å)
C -0.122 -1.048 0.684  -0.244
N -0.429 0.273 0.375  -0.515
N 0.746 1.215 -1.010  -0.638
I 0.294 -2.642 -0.983  -0.120
I 0.894 2.702 0.198  0.383
H -0.855 -1.456 1.352  0.234
H 0.866 -1.035 1.011  0.205
H -1.331 0.521 -0.078  0.359
H -0.063 1.469 -1.548  0.337



Record 5
DFT (ωB97M-V with the def2-TZVPD basis set) results for a structure of composition C3H11NO3 in a non-equilibrium geometry.

Output
Frontier orbital gap in eV: 9.400
LUMO level in Eh: 0.032
Highest occupied orbital energy in eV: -8.539

Each line ends with the natural charge from an NBO analysis.
Element x y z (Å)
C 1.077 -0.109 -0.142  0.245
C 2.181 0.716 0.494  -0.655
O 1.658 -0.624 -1.331  -0.739
O 0.685 -1.200 0.687  -0.772
H 1.453 -1.777 0.820  0.468
H 0.970 -1.058 -1.853  0.476
H -0.238 0.952 0.502  0.090
H 3.096 0.122 0.583  0.211
H 2.418 1.574 -0.134  0.225
H 1.891 1.041 1.491  0.214
C -2.106 0.329 -0.504  0.467
N -2.628 -0.706 0.234  -0.800
O -1.220 0.065 -1.392  -0.675
H -0.112 0.199 -0.790  0.349
H -1.963 -1.433 0.465  0.411
H -3.258 -0.460 0.981  0.386
H -2.832 1.113 -0.737  0.173
H -1.071 1.256 0.627  -0.075



Record 6
DFT (ωB97M-V with the def2-TZVPD basis set) results for a structure of composition C23H53MgN4NaO13PS in a non-equilibrium geometry.

Output
Frontier orbital gap in eV: 2.740
Charge: +1
LUMO level in Eh: -0.189
Highest occupied orbital energy in eV: -7.890

Each line ends with the Mulliken charge.
Element x y z (Å)
C -3.670 0.040 0.620  -1.614
C -2.481 0.738 -0.043  1.344
O -2.821 2.074 -0.378  -0.430
C -1.222 0.735 0.889  -0.442
C -0.227 -0.191 0.295  -0.017
N -0.523 -1.441 0.126  0.198
C 0.510 -2.202 -0.591  0.239
P 1.194 -3.854 0.011  0.181
N 0.582 -4.861 -1.237  -0.589
O 0.269 -4.385 1.320  -0.515
C 1.531 -1.167 -1.005  -0.959
C 1.142 0.108 -0.213  -0.439
H -4.592 0.497 0.270  0.260
H -3.721 -1.027 0.382  0.310
H -3.636 0.127 1.706  0.434
H -2.242 0.200 -0.965  -0.327
H -2.870 2.113 -1.339  0.322
H -0.798 1.735 0.960  -0.021
H -1.497 0.366 1.878  0.465
H -1.395 -1.854 0.432  0.365
H 0.016 -2.482 -1.529  -0.113
H 0.778 -4.365 -2.125  0.263
H -0.441 -4.814 -1.138  0.276
H -0.320 -3.734 1.717  0.251
H 1.341 -0.987 -2.058  0.153
H 2.562 -1.496 -0.953  0.661
H 1.115 1.024 -0.804  0.269
H 1.742 0.290 0.687  0.361
O 2.386 -2.956 -2.697  -0.851
H 3.121 -3.359 -3.166  0.050
C -6.888 2.695 3.607  -1.214
C -6.155 1.771 2.596  0.677
O -6.001 2.293 1.418  -0.482
O -5.762 0.701 3.026  -0.582
H -7.227 3.626 3.136  0.425
H -7.761 2.185 4.008  0.312
H -6.223 2.927 4.452  0.390
Mg -4.822 3.795 2.447  0.885
C -0.721 4.389 -0.167  -0.333
C -0.595 5.777 0.479  -0.693
O -0.112 5.740 1.752  -0.955
H -1.403 3.778 0.420  -0.160
H -1.129 4.463 -1.183  0.377
H 0.250 3.883 -0.234  0.192
H -1.611 6.226 0.391  0.271
H 0.011 6.391 -0.225  0.267
C 5.187 8.944 5.404  -1.253
C 4.738 7.541 5.765  -0.249
N 3.806 6.978 4.779  0.198
C 2.818 7.653 4.089  -0.470
C 2.172 6.741 3.317  -0.295
N 2.771 5.532 3.558  0.191
C 3.747 5.692 4.442  -0.119
C 2.321 4.305 2.906  -0.592
H 4.363 9.655 5.442  0.353
H 5.941 9.275 6.116  0.379
H 5.618 8.973 4.404  0.350
H 4.250 7.528 6.741  0.263
H 5.595 6.871 5.813  0.339
H 2.670 8.708 4.217  0.387
H 1.335 6.786 2.614  0.478
H 4.383 4.914 4.827  0.388
H 1.935 3.608 3.647  0.316
H 3.134 3.847 2.345  0.364
H 1.520 4.636 2.229  0.040
C 4.243 -9.271 -1.866  -0.298
C 3.360 -10.075 -0.932  -0.365
O 2.392 -9.098 -0.454  -0.360
S 2.107 -8.038 -1.620  1.157
O 0.896 -8.397 -2.262  -0.596
O 2.289 -6.765 -1.028  -0.400
O 3.328 -8.370 -2.544  -0.288
H 4.966 -8.669 -1.315  0.270
H 4.759 -9.895 -2.588  0.336
H 3.899 -10.499 -0.091  0.321
H 2.816 -10.861 -1.454  0.293
C -0.691 -0.640 -5.258  -1.351
C -1.464 -0.885 -3.978  0.488
O -2.655 -0.128 -3.847  -0.377
C -3.648 -0.339 -4.841  -0.384
C -4.155 -1.768 -4.913  -1.061
H -0.446 0.419 -5.359  0.357
H 0.235 -1.216 -5.244  0.395
H -1.261 -0.936 -6.139  0.357
H -0.844 -0.589 -3.126  -0.372
H -1.673 -1.955 -3.852  0.205
H -3.284 -0.007 -5.819  0.315
H -4.468 0.326 -4.568  0.404
H -3.369 -2.469 -5.197  0.263
H -4.949 -1.841 -5.655  0.409
H -4.554 -2.080 -3.946  0.271
O -6.947 2.028 -1.639  -0.710
H -6.221 2.046 -1.004  0.286
Na 1.013 -7.362 0.534  0.917
O 5.515 -11.929 -2.868  -0.654
H 4.696 -12.348 -3.157  0.327
H 6.123 -12.085 -3.599  0.315



Record 7
DFT (ωB97M-V with the def2-TZVPD basis set) results for a cluster of 7 separate species, C35H48F27O15PS in total in a non-equilibrium geometry.

Output
Frontier orbital gap in eV: 9.028
LUMO level in Eh: -0.038
Highest occupied orbital energy in eV: -10.055

Each line ends with the Mulliken charge.
Element x y z (Å)
C -1.241 0.385 -3.899  -1.355
C -1.629 -1.143 -3.524  0.832
C -2.741 -1.600 -4.593  -0.913
C -0.278 -1.998 -3.733  -0.015
C -0.367 -3.491 -3.179  -1.267
C 0.456 -3.768 -1.835  -0.024
O 1.650 -2.981 -1.677  -0.296
C 2.738 -3.525 -2.373  0.586
O 2.806 -4.663 -2.850  -0.592
C 3.986 -2.529 -2.565  -0.461
C 3.766 -1.444 -3.703  -0.704
C 4.362 -1.869 -5.144  1.134
F 5.039 -0.694 -5.586  -0.316
F 5.344 -2.855 -5.039  -0.285
C 3.113 -2.245 -6.048  0.485
F 2.452 -1.026 -6.323  -0.314
F 2.144 -3.019 -5.374  -0.168
S 3.465 -3.105 -7.675  1.200
F 4.000 -4.488 -6.952  -0.275
F 1.916 -3.760 -7.654  -0.316
F 2.796 -1.806 -8.503  -0.318
F 4.969 -2.458 -7.841  -0.288
F 3.683 -3.859 -9.134  -0.293
P -0.688 -3.276 -0.373  0.473
O 0.058 -2.422 0.687  -0.650
H -1.353 0.599 -5.010  0.322
H -1.937 1.106 -3.346  0.316
H -0.185 0.659 -3.586  0.329
H -2.025 -1.206 -2.465  0.133
H -2.581 -1.040 -5.579  0.346
H -3.787 -1.316 -4.238  -0.113
H -2.650 -2.716 -4.819  0.304
H 0.570 -1.378 -3.313  -0.045
H -0.157 -2.082 -4.871  0.063
H -1.473 -3.676 -2.921  0.621
H -0.085 -4.283 -3.950  0.314
H 0.598 -4.887 -1.737  0.506
H 4.032 -1.950 -1.575  0.322
H 4.949 -3.114 -2.619  0.231
H 2.658 -1.172 -3.795  -0.040
H 4.272 -0.482 -3.349  0.449
H -1.885 -2.646 -0.846  -0.024
H -1.056 -4.502 0.297  0.096
C 5.538 -5.900 -0.373  -0.917
C 4.948 -5.775 1.019  -0.218
O 5.868 -5.134 1.920  -0.316
C 5.986 -3.804 1.783  0.369
O 5.384 -3.150 0.975  -0.511
C 6.961 -3.240 2.811  0.891
F 8.119 -3.925 2.851  -0.267
F 6.452 -3.277 4.056  -0.276
F 7.284 -1.960 2.566  -0.209
H 6.498 -6.421 -0.335  0.361
H 4.862 -6.445 -1.032  0.378
H 5.728 -4.919 -0.814  0.089
H 4.758 -6.771 1.423  0.317
H 3.991 -5.245 1.009  0.313
C -9.714 -1.465 -5.412  -0.891
C -8.633 -2.340 -4.809  -0.272
O -7.503 -1.556 -4.390  -0.307
C -7.662 -0.862 -3.251  0.338
O -8.666 -0.865 -2.592  -0.505
C -6.388 -0.100 -2.901  0.951
F -5.902 0.598 -3.944  -0.287
F -5.402 -0.930 -2.504  -0.259
F -6.568 0.783 -1.908  -0.208
H -9.309 -0.867 -6.232  0.294
H -10.538 -2.073 -5.788  0.418
H -10.115 -0.763 -4.678  0.121
H -8.266 -3.037 -5.566  0.314
H -9.012 -2.939 -3.977  0.296
C 8.189 1.249 2.639  -1.107
C 7.596 1.374 4.029  -0.158
O 8.511 2.021 4.929  -0.334
C 8.625 3.353 4.791  0.366
O 8.022 4.006 3.984  -0.501
C 9.597 3.919 5.821  0.867
F 10.757 3.239 5.862  -0.253
F 9.085 3.881 7.067  -0.258
F 9.918 5.198 5.579  -0.245
H 9.151 0.733 2.679  0.294
H 7.516 0.699 1.980  0.317
H 8.375 2.230 2.195  0.394
H 7.410 0.377 4.435  0.274
H 6.637 1.899 4.016  0.322
C -8.404 0.338 0.519  -0.768
C -9.014 0.461 1.901  -0.474
O -8.110 1.109 2.813  -0.320
C -7.996 2.441 2.676  0.379
O -8.590 3.093 1.860  -0.507
C -7.038 3.009 3.716  0.867
F -5.878 2.328 3.771  -0.250
F -7.566 2.971 4.955  -0.254
F -6.718 4.290 3.475  -0.240
H -7.441 -0.177 0.571  0.286
H -9.067 -0.213 -0.149  0.327
H -8.214 1.319 0.079  0.251
H -9.203 -0.536 2.305  0.365
H -9.973 0.985 1.877  0.344
C 9.404 4.337 11.296  -1.152
C 8.217 4.843 10.499  -0.029
O 6.979 4.357 11.045  -0.329
C 6.560 4.959 12.171  0.353
O 7.146 5.850 12.723  -0.509
C 5.227 4.377 12.629  0.895
F 5.238 3.031 12.657  -0.246
F 4.219 4.737 11.811  -0.250
F 4.885 4.782 13.860  -0.241
H 9.386 3.246 11.354  0.310
H 10.341 4.654 10.837  0.363
H 9.382 4.708 12.322  0.364
H 8.278 4.465 9.477  0.166
H 8.205 5.935 10.436  0.326
C -8.066 5.499 -1.620  -1.107
C -8.709 5.676 -2.982  -0.190
O -8.902 4.409 -3.634  -0.329
C -9.924 3.666 -3.178  0.198
O -10.657 3.995 -2.287  -0.525
C -10.040 2.367 -3.967  1.051
F -8.859 1.727 -4.080  -0.203
F -10.482 2.579 -5.221  -0.270
F -10.892 1.497 -3.406  -0.257
H -7.130 4.942 -1.709  0.277
H -7.863 6.467 -1.160  0.390
H -8.709 4.929 -0.945  0.322
H -8.047 6.260 -3.623  0.321
H -9.655 6.219 -2.917  0.319